# C5H11NO

A single C5H11NO molecule (ωB97M-V/def2-TZVPD, the Open Molecules 2025 dataset).

Last column: natural (NBO) charge in e.
Geometry (Å):
N 2.3438 0.0229 0.1162  -0.835
C 1.4348 0.6095 -0.8821  -0.222
C 0.2324 1.2740 -0.2105  -0.395
C -0.5047 0.3889 0.7964  -0.410
C -0.9531 -0.9463 0.2147  -0.528
C -2.4466 -1.1781 0.3078  0.456
O -3.2712 -0.3333 0.0926  -0.522
H 1.9069 -0.8022 0.5148  0.344
H 3.1877 -0.3094 -0.3374  0.358
H 1.1388 -0.0773 -1.6854  0.158
H 1.9832 1.3899 -1.4088  0.194
H -0.4769 1.5551 -0.9993  0.203
H 0.5817 2.1993 0.2445  0.212
H -1.3530 0.9502 1.1808  0.228
H 0.1683 0.2177 1.6366  0.210
H -0.7655 -0.9742 -0.8639  0.236
H -0.4504 -1.7821 0.6903  0.212
H -2.7563 -2.2047 0.5927  0.101

Results
HOMO-LUMO gap in eV: 10.5
2S+1: 1
Energy in eV: -8900.439
Strongest force on any atom in hartree/bohr: 0.0147
Lowest unoccupied orbital energy in eV: 0.90